# 1
C22H24N6O3 in the gas phase, computed with ωB97M-V/def2-TZVPD.

Structure (XYZ):
```
55
C22H24N6O3, DFT ωB97M-V/def2-TZVPD
C -5.412 -3.594 -4.281
C -4.027 -3.280 -4.837
O -2.990 -3.890 -4.094
C -2.625 -3.376 -2.889
C -3.102 -2.195 -2.328
C -2.633 -1.767 -1.099
C -1.683 -2.508 -0.411
N -1.238 -2.093 0.873
C -2.195 -2.246 1.949
C -0.038 -1.526 1.121
O 0.321 -1.230 2.247
C 0.828 -1.217 -0.094
C 0.227 -0.034 -0.881
C -0.488 0.868 0.056
N -1.785 1.072 0.124
N -2.057 1.864 1.159
C -0.916 2.152 1.750
C -0.577 2.912 2.888
C 0.734 2.969 3.233
C 1.715 2.281 2.439
N 3.015 2.295 2.833
C 4.050 1.740 1.984
C 4.403 2.649 0.849
C 5.125 3.808 0.813
C 5.069 4.270 -0.524
C 4.313 3.360 -1.197
O 3.907 2.381 -0.375
N 1.410 1.598 1.365
N 0.117 1.535 1.066
C -1.207 -3.693 -0.964
C -1.669 -4.118 -2.191
H -6.172 -3.150 -4.918
H -5.524 -3.203 -3.273
H -5.561 -4.670 -4.250
H -3.869 -2.197 -4.907
H -3.925 -3.706 -5.840
H -3.833 -1.588 -2.838
H -2.980 -0.834 -0.680
H -2.554 -3.275 1.986
H -3.041 -1.572 1.805
H -1.690 -1.997 2.881
H 0.927 -2.087 -0.742
H 1.809 -0.937 0.289
H 1.030 0.515 -1.378
H -0.487 -0.382 -1.626
H -1.355 3.408 3.444
H 1.065 3.519 4.100
H 3.288 3.021 3.476
H 4.927 1.547 2.605
H 3.663 0.804 1.579
H 5.641 4.270 1.631
H 5.527 5.152 -0.922
H 4.010 3.301 -2.223
H -0.476 -4.278 -0.426
H -1.306 -5.031 -2.635
```

## Properties
Gap between HOMO and LUMO ... 8.825 eV
Total charge ... 0
Structure (SMILES) ... CCOc1ccc(N(C)C(=O)CCc2nnc3ccc(NCc4ccco4)nn23)cc1

# 2
4 unconnected molecules or ions with the total composition C4H16N8O4, computed with ωB97M-V/def2-TZVPD.

Structure (XYZ):
```
32
C4H16N8O4, DFT ωB97M-V/def2-TZVPD
N 0.829 -13.976 12.229
C -0.236 -13.164 12.546
N -1.027 -13.667 13.497
O -0.302 -12.008 12.137
H 0.749 -14.937 12.502
H 1.636 -13.641 11.739
H -0.722 -14.550 13.859
H -1.631 -12.977 13.909
N 7.644 -19.542 13.359
C 7.224 -19.548 14.664
N 7.144 -18.317 15.223
O 6.713 -20.571 15.111
H 8.100 -18.758 12.931
H 7.619 -20.496 13.033
H 7.777 -17.623 14.867
H 6.462 -18.058 15.911
N 5.745 -15.179 11.937
C 4.824 -15.508 12.896
N 4.879 -16.791 13.257
O 3.950 -14.726 13.265
H 6.105 -15.874 11.307
H 5.848 -14.232 11.621
H 5.679 -17.331 12.980
H 4.166 -17.110 13.889
N 10.365 -12.581 10.170
C 10.276 -12.891 11.458
N 9.072 -12.825 12.077
O 11.241 -13.397 12.055
H 9.527 -12.285 9.699
H 11.261 -12.586 9.720
H 8.248 -12.535 11.580
H 8.968 -13.373 12.911
```

## Properties
Gap between HOMO and LUMO ... 9.339 eV
Total charge ... 0
Structure (SMILES) ... NC(N)=O.NC(N)=O.NC(N)=O.NC(N)=O

# 3
2 unconnected molecules or ions with the total composition C10H16S, computed with ωB97M-V/def2-TZVPD.

Structure (XYZ):
```
27
C10H16S, DFT ωB97M-V/def2-TZVPD
C -2.740 -1.728 -0.168
C -1.451 -0.313 1.388
C -2.306 -0.339 0.212
C -0.926 0.865 1.874
C -1.161 2.024 1.197
C -2.525 0.847 -0.487
C -1.929 2.029 0.015
H -1.247 -1.335 1.861
H -0.445 0.867 2.994
H -3.329 -2.250 0.597
H -1.992 -2.431 -0.401
H -0.866 3.015 1.546
H -3.145 0.932 -1.271
H -2.312 2.991 -0.460
H -3.510 -1.538 -1.080
C 1.979 0.098 -1.160
C 2.752 1.356 -1.488
C 2.731 -2.108 0.463
S 3.094 -1.347 -1.130
H 1.544 0.123 -0.123
H 1.107 -0.073 -1.841
H 3.070 1.307 -2.564
H 3.488 1.621 -0.634
H 2.633 -3.194 0.425
H 3.510 -2.041 1.129
H 1.866 -1.676 0.704
H 2.112 2.297 -1.602
```

## Properties
Multiplicity ... 2
Gap between HOMO and LUMO (alpha / beta) ... 8.600 / 3.465 eV
Total charge ... +1

# 4
A molecular structure, C23H30BrF5N2OPd, computed with ωB97M-V/def2-TZVPD.

Structure (XYZ):
```
63
C23H30BrF5N2OPd, DFT ωB97M-V/def2-TZVPD
Pd -0.215 -0.391 -0.358
N 0.521 -0.020 2.391
C 1.139 1.280 2.649
C 2.647 1.379 2.338
C 3.088 1.167 0.886
N 3.394 -0.242 0.625
H 0.213 -0.063 1.364
H -0.373 -0.061 2.867
H 1.043 1.495 3.722
H 0.613 2.085 2.111
H 3.184 0.638 2.937
H 2.961 2.380 2.661
H 4.018 1.722 0.718
H 2.328 1.586 0.209
H 3.721 -0.316 -0.331
H 2.522 -0.773 0.640
C -7.651 -1.195 1.231
C -7.251 -0.340 0.017
C -7.423 -1.175 -1.262
C -8.221 0.842 -0.058
C -5.797 0.103 0.155
C -4.790 -0.848 0.322
C -3.483 -0.461 0.464
Br -2.164 -1.845 0.710
C -3.013 0.898 0.464
O -1.809 1.195 0.699
C -4.068 1.857 0.220
C -5.386 1.432 0.103
C -3.819 3.374 0.094
C -4.432 4.086 1.312
C -4.489 3.902 -1.188
C -2.342 3.783 0.007
H -8.696 -1.515 1.156
H -7.525 -0.619 2.150
H -7.025 -2.084 1.306
H -8.461 -1.510 -1.374
H -6.776 -2.052 -1.242
H -7.151 -0.578 -2.134
H -9.249 0.474 -0.123
H -8.025 1.455 -0.940
H -8.139 1.474 0.828
H -5.016 -1.909 0.340
H -6.142 2.194 -0.046
H -5.505 3.892 1.386
H -4.278 5.169 1.243
H -3.957 3.726 2.227
H -5.574 3.783 -1.169
H -4.101 3.364 -2.054
H -4.270 4.967 -1.315
H -1.811 3.552 0.925
H -2.279 4.862 -0.185
H -1.837 3.252 -0.799
F 2.631 0.668 -2.710
C 1.432 0.347 -3.296
C 0.395 -0.135 -2.520
C -0.745 -0.421 -3.280
F -1.864 -0.891 -2.673
C -0.841 -0.276 -4.651
F -1.967 -0.594 -5.337
C 0.245 0.205 -5.359
F 0.188 0.351 -6.703
C 1.392 0.526 -4.669
F 2.460 1.003 -5.360
```

## Properties
Gap between HOMO and LUMO ... 4.498 eV
Total charge ... -2

# 5
C4H3NO3 in the gas phase, computed with ωB97M-V/def2-TZVPD.

Structure (XYZ):
```
11
C4H3NO3, DFT ωB97M-V/def2-TZVPD
C 0.962 -0.131 0.556
C -1.997 0.559 0.183
C 1.483 0.460 -0.512
C -1.321 -0.590 -0.123
N -1.891 -1.428 -0.930
O -0.177 -0.883 0.623
O -2.525 1.577 0.376
O 2.509 1.259 -0.673
H 1.548 -0.334 1.462
H -1.349 -2.274 -1.068
H 2.758 1.784 0.107
```

## Properties
Multiplicity ... 3
Gap between HOMO and LUMO (alpha / beta) ... 8.005 / 8.136 eV
Total charge ... 0

# 6
15 unconnected molecules or ions with the total composition C28H88N2O15, computed with ωB97M-V/def2-TZVPD.

Structure (XYZ):
```
133
C28H88N2O15, DFT ωB97M-V/def2-TZVPD
C 0.641 4.647 2.280
C 0.652 3.144 2.229
O -0.721 2.839 1.958
H 0.503 5.147 1.321
H 1.584 5.039 2.660
H -0.097 4.938 3.028
H 1.104 2.692 3.111
H 1.154 2.635 1.407
H -0.803 1.923 1.682
C -0.848 -5.233 -0.850
C 0.576 -4.774 -0.869
O 1.473 -5.874 -0.814
H -1.521 -4.380 -0.937
H -1.060 -5.823 0.042
H -0.804 -5.825 -1.764
H 0.749 -4.045 -0.077
H 0.771 -4.190 -1.768
H 1.409 -6.232 0.075
C 2.907 -3.269 4.176
C 1.677 -4.043 3.532
O 2.003 -4.025 2.137
H 3.047 -2.204 3.995
H 3.867 -3.772 4.053
H 2.650 -3.399 5.228
H 0.808 -3.406 3.699
H 1.554 -5.060 3.907
H 1.727 -4.889 1.824
C 3.431 2.466 -5.855
C 4.069 2.605 -4.487
O 3.141 2.170 -3.508
H 2.484 2.999 -5.943
H 3.262 1.410 -6.062
H 4.082 2.832 -6.649
H 4.269 3.632 -4.181
H 4.990 2.029 -4.401
H 3.370 1.264 -3.289
C -1.807 -3.941 2.172
C -2.368 -3.949 3.579
O -1.471 -3.663 4.625
H -1.152 -3.098 1.950
H -2.592 -3.905 1.416
H -1.200 -4.843 2.093
H -2.779 -4.938 3.780
H -3.120 -3.159 3.577
H -1.118 -4.446 5.054
C -3.776 -0.807 -6.512
C -3.815 0.262 -5.487
O -3.245 -0.268 -4.228
H -2.758 -1.128 -6.734
H -4.227 -0.332 -7.384
H -4.270 -1.700 -6.131
H -4.829 0.650 -5.393
H -3.176 1.054 -5.878
H -3.906 -0.835 -3.825
C 4.000 1.475 2.150
C 5.273 0.817 2.638
O 4.900 -0.314 3.330
H 3.543 0.862 1.374
H 4.204 2.432 1.669
H 3.254 1.444 2.944
H 5.817 1.478 3.313
H 6.032 0.470 1.938
H 4.646 -0.912 2.623
C -0.418 2.627 -3.451
C 0.339 3.939 -3.071
O 1.424 4.263 -3.919
H -1.241 2.309 -2.812
H 0.294 1.802 -3.434
H -0.780 2.741 -4.473
H 0.818 3.745 -2.111
H -0.373 4.757 -2.970
H 2.082 3.567 -3.969
C 5.330 0.624 -1.374
C 3.906 0.216 -1.274
O 3.522 -0.448 -2.412
H 5.548 1.309 -2.193
H 5.942 -0.278 -1.405
H 5.504 1.133 -0.426
H 3.191 1.009 -1.054
H 3.844 -0.489 -0.445
H 4.168 -1.147 -2.536
C -3.711 2.891 -1.213
C -2.696 4.011 -1.198
O -3.185 5.022 -0.293
H -3.420 1.957 -1.693
H -4.563 3.267 -1.780
H -4.012 2.541 -0.226
H -2.515 4.469 -2.171
H -1.749 3.675 -0.776
H -2.716 5.848 -0.433
O -0.579 -0.783 -4.572
H -0.432 -0.543 -3.657
H -1.524 -0.693 -4.695
O -2.182 -3.385 -3.388
H -2.111 -2.461 -3.626
H -1.822 -3.855 -4.140
O -3.844 -3.697 -1.268
H -3.149 -3.472 -1.886
H -3.908 -4.651 -1.315
C -1.697 -0.495 -0.748
C -0.208 -0.121 -0.755
C 0.646 -0.526 0.452
O 0.075 0.132 1.567
C 0.492 -0.272 2.845
N 0.367 -0.728 -1.921
H -2.145 -0.309 0.228
H -1.830 -1.558 -0.951
H -2.260 0.035 -1.515
H -0.155 0.956 -0.916
H 1.658 -0.128 0.370
H 0.635 -1.594 0.668
H 0.156 -1.307 2.907
H 0.064 0.358 3.625
H 1.576 -0.326 2.949
H 0.481 -1.704 -1.687
H 1.328 -0.429 -2.009
C -2.690 0.176 3.032
C -3.363 1.020 4.114
C -2.529 1.876 4.995
O -1.539 1.110 5.738
C -0.716 1.891 6.525
N -4.443 1.753 3.437
H -1.913 -0.405 3.529
H -2.279 0.793 2.233
H -3.430 -0.489 2.587
H -3.900 0.323 4.758
H -3.150 2.419 5.707
H -2.187 2.712 4.386
H 0.006 2.455 5.935
H -0.141 1.245 7.188
H -1.257 2.608 7.142
H -4.118 2.670 3.166
H -4.669 1.365 2.532
```

## Properties
Gap between HOMO and LUMO ... 9.014 eV
Total charge ... 0

# 7
A molecular structure, C2HFGaO2, computed with ωB97M-V/def2-TZVPD.

Structure (XYZ):
```
7
C2HFGaO2, DFT ωB97M-V/def2-TZVPD
C 0.091 -0.407 -0.696
C 0.146 0.871 -0.120
O 0.005 2.029 -0.251
O 0.014 -1.429 0.111
Ga -0.534 -0.541 -2.499
H 0.100 -0.834 1.551
F 0.178 0.310 1.905
```

## Properties
Multiplicity ... 2
Gap between HOMO and LUMO (alpha / beta) ... 7.604 / 8.310 eV
Total charge ... +2

# 8
A molecular structure, C27H11BCl5F4N3O7STa, computed with ωB97M-V/def2-TZVPD.

Structure (XYZ):
```
60
C27H11BCl5F4N3O7STa, DFT ωB97M-V/def2-TZVPD
Ta 0.010 0.431 -0.716
O -0.470 -0.126 3.421
C -0.077 0.219 2.336
O -0.600 -0.106 1.178
C 1.124 1.103 2.156
C 1.918 1.644 3.149
C 2.995 2.429 2.762
C 3.242 2.656 1.413
C 2.395 2.076 0.492
N 1.381 1.321 0.878
C 2.477 2.165 -1.009
O 3.336 2.786 -1.572
O 1.511 1.460 -1.561
H 1.676 1.435 4.181
H 3.643 2.866 3.510
H 4.067 3.260 1.062
Cl -0.959 -2.665 -0.830
C -0.231 -2.277 -2.352
C 0.173 -0.956 -2.567
C 0.688 -0.698 -3.845
Cl 1.149 0.890 -4.355
C 0.851 -1.711 -4.799
Cl 1.519 -1.367 -6.351
C 0.471 -3.017 -4.513
Cl 0.677 -4.266 -5.679
C -0.093 -3.303 -3.277
Cl -0.599 -4.906 -2.905
F -0.862 1.772 -2.404
B -0.988 3.024 -1.703
F -0.113 3.953 -2.142
F -2.279 3.416 -1.586
F -0.519 2.552 -0.327
N 5.888 -4.199 1.017
C 4.981 -3.545 0.750
C 3.851 -2.721 0.413
C 2.692 -2.762 1.181
C 1.616 -1.951 0.858
C 1.641 -1.069 -0.229
C 2.818 -1.073 -0.994
C 3.905 -1.871 -0.690
H 2.634 -3.434 2.028
H 0.729 -2.038 1.471
H 2.891 -0.436 -1.868
H 4.796 -1.843 -1.304
O -4.428 -2.498 1.886
S -4.765 -1.441 0.979
O -6.049 -1.470 0.339
N -3.577 -1.276 -0.147
C -2.974 -0.145 -0.030
O -2.001 0.220 -0.819
C -3.501 0.770 1.033
C -3.141 2.067 1.355
C -3.807 2.688 2.406
C -4.811 2.034 3.113
C -5.186 0.739 2.773
C -4.514 0.143 1.730
H -2.377 2.588 0.802
H -3.540 3.703 2.673
H -5.310 2.542 3.928
H -5.974 0.218 3.301
```

## Properties
Gap between HOMO and LUMO ... 7.781 eV
Total charge ... -1

# 9
A molecular structure, C29H48AlBrCl2F4N4OS, computed with ωB97M-V/def2-TZVPD.

Structure (XYZ):
```
91
C29H48AlBrCl2F4N4OS, DFT ωB97M-V/def2-TZVPD
C 1.895 -3.160 -2.078
C 3.210 -2.393 -1.846
C 2.758 -0.944 -1.738
O 1.751 -1.013 -0.744
C 0.852 0.047 -0.450
C 1.595 1.151 0.303
C 0.884 2.004 1.330
C 1.627 3.036 1.897
C 1.102 3.859 2.863
C -0.201 3.696 3.320
C -0.751 4.572 4.403
C -0.955 2.697 2.742
C -0.421 1.871 1.768
C -0.090 -0.811 0.375
C 0.118 -1.553 1.650
C 1.492 -2.125 2.011
C 2.402 -1.225 2.850
C 1.779 -0.709 4.132
N 1.316 -1.816 4.992
C 0.715 -1.288 6.173
N -0.532 -1.177 6.332
N 1.628 -0.870 7.192
N -1.246 -0.871 -0.167
C -1.509 -0.118 -1.417
C -1.885 -1.242 -2.418
S -1.952 -0.780 -4.165
C -0.951 -2.058 -4.962
C 0.561 -1.787 -5.029
C -2.620 0.905 -1.138
Br -3.958 0.164 0.109
C -3.382 1.375 -2.371
C -4.410 2.463 -2.044
C -0.041 0.409 -1.688
C 0.110 1.745 -2.460
Cl 1.661 1.805 -3.327
C -0.177 3.069 -1.673
C -1.233 3.932 -2.398
Cl 1.276 4.118 -1.497
H 1.923 -3.989 -2.777
H 1.212 -2.430 -2.508
H 1.439 -3.461 -1.143
H 3.945 -2.538 -2.631
H 3.637 -2.695 -0.889
H 3.573 -0.257 -1.500
H 2.360 -0.699 -2.718
H 2.038 1.809 -0.443
H 2.437 0.669 0.785
H 2.643 3.202 1.566
H 1.712 4.650 3.275
H -0.449 5.608 4.269
H -1.837 4.541 4.412
H -0.383 4.254 5.376
H -1.974 2.562 3.079
H -1.069 1.119 1.350
H -0.209 -0.871 2.439
H -0.596 -2.376 1.674
H 2.036 -2.490 1.148
H 1.292 -3.002 2.621
H 3.252 -1.849 3.134
H 2.826 -0.394 2.295
H 0.925 -0.056 3.944
H 2.523 -0.102 4.658
H 2.134 -2.324 5.319
H -1.006 -1.560 5.516
H 1.697 0.142 7.149
H 1.201 -1.076 8.088
H -1.943 -1.447 0.294
H -1.205 -2.076 -2.256
H -2.877 -1.601 -2.136
H -1.337 -2.082 -5.978
H -1.150 -3.043 -4.542
H 1.105 -2.492 -4.411
H 0.778 -0.757 -4.755
H 0.906 -1.910 -6.053
H -2.240 1.770 -0.608
H -2.712 1.670 -3.171
H -3.932 0.511 -2.745
H -4.569 3.133 -2.883
H -5.370 2.032 -1.778
H -4.085 3.042 -1.181
H 0.284 -0.325 -2.426
H -0.615 1.705 -3.262
H -0.524 2.865 -0.671
H -0.889 4.954 -2.478
H -2.163 3.927 -1.841
H -1.417 3.581 -3.411
F -2.698 -6.079 -2.455
Al -1.159 -5.390 -2.409
F -0.819 -4.821 -0.836
F -1.096 -4.032 -3.453
F 0.027 -6.500 -2.873
```

## Properties
Gap between HOMO and LUMO ... 8.091 eV
Total charge ... 0

Among the records above, which one has the highest total charge?
C2HFGaO2